{"formula": "C16H31BeF3O3P2S", "method": "the ωB97M-V functional and the def2-TZVPD basis", "elements": ["S", "P", "P", "F", "F", "F", "O", "O", "O", "C", "C", "C", "C", "C", "C", "C", "C", "C", "C", "C", "C", "C", "C", "C", "C", "Be", "H", "H", "H", "H", "H", "H", "H", "H", "H", "H", "H", "H", "H", "H", "H", "H", "H", "H", "H", "H", "H", "H", "H", "H", "H", "H", "H", "H", "H", "H", "H"], "xyz": [[-1.55637, 1.25545, 4.02902], [0.24602, 1.83969, 1.21271], [0.38661, -2.08334, 1.11935], [-3.18940, -0.12234, 5.60333], [-1.92000, 1.38375, 6.62261], [-1.06254, -0.53572, 5.97842], [-1.46741, 0.05083, 3.08623], [-2.65217, 2.12474, 3.68006], [-0.24531, 1.83712, 4.26351], [1.29120, 0.72126, -4.11555], [-1.36672, 2.54137, 0.68849], [0.89160, -0.82146, 3.13355], [0.20753, -0.75283, -0.14877], [-0.66799, 1.39681, -2.69239], [-0.50382, -1.48195, -2.99165], [2.03000, -2.74082, 0.80410], [1.73432, -0.72849, -3.86156], [0.92178, 0.63751, 0.00689], [-1.95865, 0.43378, 5.66665], [-0.92235, -3.30754, 0.84544], [0.84013, -1.55591, -2.97809], [-1.65865, 0.71295, -3.58891], [0.63668, 1.42106, -2.95586], [1.45135, 3.03065, 1.80598], [-1.25979, -0.71185, -4.02165], [-0.27516, -0.06881, 1.92266], [-0.73295, -0.66944, -4.97710], [0.32619, -1.50374, 3.78441], [2.20685, 1.29230, -4.34621], [2.16169, -3.08857, -0.22528], [-2.12756, 1.74694, 0.55570], [1.09712, 0.09097, 3.71408], [-2.64230, 0.69564, -3.11019], [-0.90377, -3.73589, -0.16840], [2.01862, 0.51202, 0.08508], [-1.79239, 1.31662, -4.50488], [1.87064, -1.27012, 2.94077], [-0.83464, -0.62005, -0.52298], [-1.24996, 3.10587, -0.25043], [2.75070, -0.73531, -3.43549], [0.75891, -1.24838, -0.95190], [-1.09482, -2.10276, -2.32171], [-2.18586, -1.26122, -4.24400], [1.30906, 2.12310, -2.43767], [-1.11721, 2.01369, -1.90072], [1.21388, 3.23093, 2.86770], [2.19184, -3.59029, 1.47761], [2.78642, -1.97779, 1.02132], [1.82718, -1.23654, -4.83745], [0.71779, 1.22470, -0.88896], [1.36584, 3.95429, 1.20300], [1.37781, -2.33293, -2.41817], [0.70024, 0.77470, -5.03189], [-1.91563, -2.86367, 1.02358], [-0.76925, -4.12349, 1.56774], [-1.70985, 3.20371, 1.50251], [2.46452, 2.59876, 1.71534]], "mulliken_charge": [1.0263, 0.5688, 0.9107, -0.2183, -0.1987, -0.1943, -0.6006, -0.6292, -0.6553, -1.0689, -1.5877, -1.5603, 0.2217, 0.0713, -0.3820, -1.3987, -0.9439, 0.7267, 0.5265, -1.4199, -0.2509, -0.9647, -0.1630, -1.1485, -0.8727, 0.1935, 0.3286, 0.2156, 0.4248, 0.4024, 0.3631, 0.3546, 0.3477, 0.3656, 0.7629, 0.3160, 0.6287, 0.7807, 0.5345, 0.3659, -0.7720, 0.4956, 0.4807, 0.4754, 0.1501, 0.2903, 0.3851, 0.4242, 0.2923, -1.5249, 0.4058, 0.6939, 0.4342, 0.3672, 0.3862, 0.4519, 0.3853], "fmax_ev_per_a": 4.36, "total_energy_ha": -2249.04417, "homo_energy_ev": -5.584, "multiplicity": 1, "e_lumo_ev": 0.33, "charge": 0}